1.
9
Properties=species:S:1:pos:R:3:mulliken_charge:R:1 method="wB97M-V/def2-TZVPD" homo_lumo_gap_ev="3.46 / 3.99" s_squared=1.074 homo_ev="-4.994 / -5.267" de_lowest_kj_mol=321.1 total_charge=0 largest_force_ev_per_a=3.0 spin_multiplicity=2
C -1.68208 0.63924 -0.00767 -0.414
C -0.31401 1.01608 0.26006 -0.628
C -0.12671 -0.26709 0.06041 0.018
C 0.91725 -1.17886 -0.08343 0.084
O 2.12773 -0.79802 -0.11633 -0.852
Sr 2.86262 1.45718 0.04435 1.028
H -2.38337 0.53252 0.82705 0.228
H -2.11849 0.85804 -0.98833 0.234
H 0.71706 -2.25911 0.00389 0.302

***

2.
79
Properties=species:S:1:pos:R:3:mulliken_charge:R:1 method="wB97M-V/def2-TZVPD" homo_lumo_gap_ev="5.85 / 5.85" homo_ev="-7.340 / -7.340" de_lowest_kj_mol=126.7 total_charge=0 largest_force_ev_per_a=0.6
Co 0.24663 -1.77090 -1.37348 -1.263
C -0.24784 6.32592 9.48746 -0.843
O -1.05158 6.40144 8.32195 -0.463
C -0.83069 5.49353 7.34581 0.982
C -1.63758 5.60827 6.21182 -0.600
C -1.48957 4.72954 5.16412 -0.529
C -0.53266 3.71073 5.21667 0.139
C 0.26712 3.60919 6.34607 -0.779
C 0.12732 4.48876 7.41147 -0.582
C -0.40691 2.79545 4.08037 0.300
N -1.02248 2.93112 2.93006 -0.827
C -0.61991 1.86025 2.17640 0.744
C 0.25191 1.06019 2.88008 -0.056
N 0.38238 1.67376 4.10082 -0.074
C 0.84199 -0.12689 2.34954 0.814
C 1.73595 -0.98876 3.00342 -1.148
C 2.21315 -2.08811 2.34212 -1.158
C 1.81615 -2.32675 1.02336 -0.695
N 0.96141 -1.53469 0.40309 0.876
C 0.47624 -0.44991 1.03924 0.308
C -0.43439 0.37382 0.29228 -0.148
N -0.70677 -0.04549 -0.96194 0.447
C -1.52423 0.66602 -1.71737 0.057
C -2.11933 1.84407 -1.25160 -1.323
C -1.85805 2.28051 0.02320 -0.572
C -0.99070 1.53150 0.83347 0.358
H -0.57841 7.13372 10.13307 0.242
H 0.80962 6.46352 9.24833 0.343
H -0.38549 5.37142 10.00177 0.340
H -2.37535 6.39954 6.18115 0.421
H -2.11164 4.81378 4.28328 0.465
H 1.03521 2.84723 6.41823 0.232
H 0.76998 4.38316 8.27362 0.394
H 0.91799 1.34690 4.88425 0.185
H 2.05008 -0.78595 4.02046 0.441
H 2.90954 -2.76869 2.80995 0.452
H 2.18813 -3.17407 0.47335 0.900
H -1.73419 0.29433 -2.71321 0.555
H -2.78038 2.38831 -1.91129 0.577
H -2.30124 3.18455 0.41969 0.598
C 4.21111 0.82210 -5.30734 -1.307
C 3.24555 0.33844 -4.26990 0.925
C 1.86555 0.33079 -4.49787 -1.392
C 1.09783 -0.21170 -3.51512 0.638
N 1.60031 -0.71026 -2.36495 0.603
C 2.97234 -0.60326 -2.14819 -0.276
S 3.76265 -1.05965 -0.71807 -0.384
N 3.75751 -0.08929 -3.13557 -0.489
H 3.71299 1.40823 -6.07874 0.351
H 4.68865 -0.03836 -5.78085 0.264
H 4.99418 1.41221 -4.83515 0.374
H 1.40986 0.69179 -5.40792 0.455
H 0.03055 -0.25917 -3.64693 -0.056
F -3.51892 -3.93245 -2.15529 -0.214
C -3.28414 -2.82306 -2.85018 0.624
F -4.25548 -2.65060 -3.72960 -0.218
F -3.26817 -1.78863 -2.00343 -0.151
S -1.62852 -2.99403 -3.72566 1.086
O -0.76808 -2.01868 -3.02235 -0.192
O -1.28950 -4.37019 -3.59496 -0.669
N -1.83373 -2.57069 -5.19160 -0.659
S -2.01302 -1.04277 -5.60863 1.182
O -0.85023 -0.51381 -6.24741 -0.631
O -2.64808 -0.25657 -4.58013 -0.678
C -3.27209 -1.24165 -6.95037 0.578
F -4.21890 -2.10552 -6.60450 -0.199
F -2.69029 -1.65588 -8.06731 -0.211
F -3.83046 -0.05409 -7.16586 -0.217
Cl 2.80863 -3.41841 -3.40328 -0.145
C 1.77115 -4.26883 -2.32714 1.004
C 0.85049 -3.58903 -1.54547 -1.772
C -0.02252 -4.34238 -0.79759 2.164
Cl -1.26392 -3.39915 0.01619 -0.174
C -0.01216 -5.72198 -0.72949 -0.267
Cl -1.15383 -6.56155 0.23825 -0.197
C 0.94822 -6.38998 -1.48218 0.531
Cl 1.02264 -8.10370 -1.43274 -0.192
C 1.83122 -5.66459 -2.28785 -0.025
Cl 2.97922 -6.50396 -3.24590 -0.176

***

3.
9
Properties=species:S:1:pos:R:3:mulliken_charge:R:1 method="wB97M-V/def2-TZVPD" homo_lumo_gap_ev="7.79 / 7.79" homo_ev="-13.408 / -13.407" de_lowest_kj_mol=355.5 total_charge=+1 largest_force_ev_per_a=9.2
H -0.47430 -1.92259 0.98015 0.398
O -1.26433 -0.86190 -0.62973 -0.562
C 0.59327 -0.34214 -0.15695 -0.138
H 1.52769 -0.84847 0.11125 0.350
C -0.56429 -0.97032 0.43685 0.395
O -0.17131 0.93219 0.53023 -0.429
Cu -2.35594 1.04869 -0.10788 0.753
P 0.74703 1.30150 -0.90682 0.118
H 1.96218 1.66305 -0.25711 0.116

***

4.
32
Properties=species:S:1:pos:R:3:mulliken_charge:R:1 method="wB97M-V/def2-TZVPD" homo_lumo_gap_ev=5.84 homo_ev=-9.573 de_lowest_kj_mol=28.7 total_charge=+1 largest_force_ev_per_a=2.5
Cu 4.28922 4.17466 9.72667 -0.183
Cl 7.07512 3.95627 13.49562 -0.227
C 6.00998 5.19115 13.14268 0.607
C 6.24366 6.42823 13.77132 -0.637
C 5.32571 7.46615 13.73476 -0.303
C 4.20122 7.36510 12.90716 -0.832
C 4.07893 6.20279 12.18861 -0.354
C 4.92045 5.03449 12.31105 0.466
C 4.53372 3.80108 11.62102 -0.930
H 7.15256 6.49969 14.43258 0.304
H 5.63097 8.40868 14.24827 0.331
H 3.47399 8.20467 12.86058 0.353
H 3.35609 6.01805 11.45689 0.610
H 3.50846 3.39876 11.84241 0.262
H 5.27584 2.95253 11.73018 0.427
N 5.92354 7.31057 8.96703 -0.195
C 6.40397 6.14580 8.06455 -0.664
P 4.89437 5.56230 7.21512 1.365
O 4.09775 6.83852 7.01125 -0.909
O 4.38632 4.34341 7.88298 -0.713
C 5.20558 5.06843 5.44473 -0.784
N 4.81450 6.22361 4.59553 -0.262
H 6.74456 7.80931 9.33830 0.400
H 5.34205 7.03020 9.74458 0.024
H 5.29962 7.90632 8.39150 0.419
H 6.71614 5.34744 8.73927 0.290
H 7.16907 6.58698 7.41613 0.410
H 4.47341 4.16148 5.23558 0.282
H 6.25025 4.78434 5.15282 0.381
H 4.27517 5.96379 3.79559 0.347
H 5.64025 6.67506 4.21094 0.342
H 4.28122 6.98423 5.09652 0.373

***

5.
16
Properties=species:S:1:pos:R:3:mulliken_charge:R:1 method="wB97M-V/def2-TZVPD" homo_lumo_gap_ev=12.81 smiles=CC.CC homo_ev=-11.650 de_lowest_kj_mol=83.3 total_charge=0 largest_force_ev_per_a=2.7
C -0.03847 2.27303 -0.83846 -0.824
C 0.30390 0.97930 -1.64859 -0.642
H -0.56573 2.93389 -1.60850 0.287
H -0.73682 2.07840 -0.10247 0.273
H 0.84361 2.76824 -0.38410 0.246
H 1.35560 0.77713 -1.66409 0.245
H 0.01526 1.30033 -2.63440 0.316
H -0.24910 0.02194 -1.35281 0.091
C 0.56988 -1.55967 1.72090 -0.789
C -0.76482 -1.76694 0.83382 -0.626
H 1.13692 -2.48443 1.71332 0.294
H 1.03128 -0.64184 1.41287 0.224
H 0.29311 -1.29758 2.72521 0.271
H -1.02688 -0.84958 0.25284 0.071
H -1.67084 -1.99960 1.41721 0.304
H -0.49689 -2.53264 0.15724 0.258

***

6.
17
Properties=species:S:1:pos:R:3:mulliken_charge:R:1 method="wB97M-V/def2-TZVPD" homo_lumo_gap_ev="8.69 / 3.99" s_squared=2.008 homo_ev="-14.746 / -14.731" de_lowest_kj_mol=762.7 total_charge=+1 largest_force_ev_per_a=1.1 spin_multiplicity=3
Ni 2.91006 -1.36296 -0.39961 0.638
Cl 0.73190 -0.33482 -0.06287 -0.504
O -0.31300 -3.06647 -1.77475 -0.576
H 0.36345 -3.69180 -1.48726 0.313
H 0.01271 -2.18945 -1.53479 0.301
O -1.52941 1.96600 0.63216 -0.641
H -1.31299 2.86254 0.33930 0.338
H -0.69316 1.48316 0.63924 0.307
O 0.24902 -0.67677 3.10784 -0.526
H 1.04234 -0.37466 2.64165 0.333
H -0.47203 -0.59534 2.46734 0.346
O -2.52768 -0.41523 0.50657 -0.183
H -1.67153 -0.71425 0.14884 0.330
H -2.56613 0.55612 0.30398 0.497
O 1.93705 2.56481 -1.76325 -0.583
H 1.53183 1.87145 -1.23034 0.288
H 2.30758 2.11766 -2.53406 0.321

***

7.
144
Properties=species:S:1:pos:R:3:mulliken_charge:R:1 method="wB97M-V/def2-TZVPD" homo_lumo_gap_ev=8.55 smiles="COCCNCCOC.COCCNCCOC.COCCNCCOC.COCCNCCOC.NC(N)=O.NC(N)=O.NC(N)=O.NC(N)=O.NC(N)=O.NC(N)=O" homo_ev=-8.587 de_lowest_kj_mol=538.6 total_charge=0 largest_force_ev_per_a=7.6
C -2.32087 6.05880 -2.12325 -0.642
O -2.07014 7.36040 -2.54216 -0.360
C -2.42791 8.53008 -1.70984 -0.614
C -3.86632 8.91475 -1.67290 -0.327
N -4.12661 10.13601 -0.92507 -0.355
C -5.55520 10.47273 -0.85847 -0.680
C -5.98532 11.38163 -1.92635 -0.410
O -5.22376 12.63982 -1.89237 -0.368
C -5.69022 13.74635 -2.64217 -0.706
H -1.86887 5.33950 -2.80619 0.247
H -3.40398 5.93646 -2.12249 0.254
H -2.09633 5.89838 -1.06876 0.313
H -1.89204 9.36923 -2.15343 0.256
H -2.02030 8.47467 -0.70044 0.371
H -4.41002 8.05608 -1.27899 0.290
H -4.29263 9.08073 -2.66226 0.245
H -3.75828 10.95587 -1.38580 0.298
H -5.73841 11.00210 0.07657 0.274
H -6.09316 9.52879 -0.77083 0.378
H -7.04784 11.62443 -1.91195 0.459
H -5.78551 10.93193 -2.89894 0.279
H -5.56596 14.71295 -2.15395 0.241
H -6.76724 13.70106 -2.80361 0.295
H -5.16085 13.68179 -3.59280 0.261
C 5.60727 5.83789 2.64607 -0.775
O 5.62029 5.82563 1.21040 -0.281
C 5.72313 4.51990 0.70447 -0.367
C 5.37772 4.72691 -0.80895 -0.567
N 5.58684 3.48704 -1.55506 -0.208
C 5.28654 3.59972 -2.98900 -0.868
C 6.44518 4.25704 -3.75831 -0.399
O 7.68549 3.57826 -3.55929 -0.357
C 7.87381 2.26714 -4.10582 -0.760
H 6.34320 5.17486 3.10094 0.323
H 4.67671 5.48715 3.09232 0.302
H 5.81030 6.87234 2.92317 0.252
H 5.01418 3.82534 1.15511 0.301
H 6.70710 4.05215 0.73784 0.281
H 5.90313 5.58439 -1.22939 0.260
H 4.33422 4.96293 -1.01752 0.284
H 6.54134 3.16514 -1.48152 0.279
H 4.34329 4.12238 -3.14781 0.443
H 5.04526 2.58611 -3.30911 0.260
H 6.49570 5.29404 -3.42636 0.321
H 6.20305 4.29487 -4.82040 0.371
H 7.99320 2.27999 -5.18919 0.339
H 7.14343 1.47148 -3.95895 0.293
H 8.84727 1.90283 -3.77755 0.271
C -4.06429 -3.97162 9.23295 -0.719
O -3.01372 -3.03279 8.83786 -0.325
C -2.47707 -3.18380 7.47253 -0.589
C -1.43368 -2.12065 7.13812 -0.377
N -1.03554 -2.28832 5.74837 -0.232
C 0.14948 -1.45953 5.46049 -0.847
C -0.04852 0.08995 5.42157 -0.528
O -0.42376 0.75775 6.62333 -0.296
C -0.91313 2.03092 6.22268 -0.720
H -4.05653 -3.85739 10.31692 0.246
H -3.99315 -5.02589 8.96547 0.299
H -5.03406 -3.70514 8.81269 0.283
H -3.25398 -3.05957 6.71816 0.338
H -2.09693 -4.19908 7.35942 0.353
H -0.59792 -2.16656 7.83633 0.241
H -1.88256 -1.13877 7.28813 0.216
H -1.02068 -3.24467 5.42391 0.226
H 0.54136 -1.66621 4.46459 0.481
H 0.97360 -1.62055 6.15546 0.344
H -0.80528 0.14616 4.63911 0.264
H 0.84174 0.58042 5.02789 0.488
H -0.10313 2.57898 5.74140 0.314
H -1.14719 2.52592 7.16517 0.248
H -1.77763 1.99921 5.55956 0.296
C -5.16260 -8.92072 4.54631 -0.780
O -3.84209 -8.71544 4.02101 -0.312
C -3.72131 -7.93380 2.75158 -0.486
C -2.30897 -7.82928 2.22675 -0.644
N -1.39785 -7.61028 3.35132 -0.281
C -0.05677 -7.63259 2.83715 -0.683
C 1.01731 -7.52885 3.92819 -0.571
O 1.16639 -8.79065 4.65386 -0.307
C 2.13986 -8.75889 5.70698 -0.717
H -5.22811 -9.78260 5.21037 0.269
H -5.96945 -9.14895 3.84989 0.300
H -5.47320 -8.02962 5.09181 0.290
H -4.15633 -6.94653 2.90705 0.337
H -4.28367 -8.38242 1.93268 0.369
H -2.24986 -6.94283 1.59523 0.294
H -1.95490 -8.68670 1.65441 0.384
H -1.54771 -8.36937 4.00049 0.241
H 0.03216 -6.72782 2.23582 0.382
H 0.11679 -8.55373 2.28085 0.399
H 0.87122 -6.68071 4.59708 0.347
H 1.81229 -7.32839 3.20990 0.331
H 2.23771 -9.72690 6.19840 0.252
H 1.84798 -8.03519 6.46801 0.290
H 3.14638 -8.49413 5.38308 0.299
N 0.17850 -7.86226 -5.75875 -0.405
C -0.98710 -7.54652 -5.26236 0.685
N -1.86263 -7.65797 -6.15309 -0.348
O -1.15500 -7.18933 -4.10528 -0.679
H 0.93404 -7.87056 -5.08853 0.214
H 0.30899 -8.13666 -6.72196 0.155
H -1.60277 -8.07683 -7.03463 0.159
H -2.78014 -7.26240 -6.00539 0.219
N -4.56046 -0.40301 2.32281 -0.364
C -4.59684 0.11791 1.13742 0.701
N -5.69436 0.79257 0.89206 -0.350
O -3.71355 -0.12635 0.34493 -0.674
H -5.31650 -0.18358 2.95554 0.146
H -3.71599 -0.86184 2.63338 0.185
H -6.00439 1.08594 -0.02332 0.213
H -6.35846 0.88938 1.64685 0.138
N 3.79841 -2.10972 -7.25227 -0.363
C 3.45558 -1.13734 -8.03603 0.618
N 3.87763 -1.29963 -9.24200 -0.385
O 2.77581 -0.17345 -7.68055 -0.672
H 3.61905 -2.09790 -6.25840 0.219
H 4.51423 -2.77807 -7.49930 0.173
H 4.60693 -1.93832 -9.52538 0.182
H 3.56709 -0.58893 -9.88896 0.226
N 7.42350 -4.24145 -3.95094 -0.334
C 8.63200 -4.11334 -3.41618 0.659
N 8.52136 -3.33761 -2.41188 -0.354
O 9.67871 -4.60656 -3.85760 -0.674
H 6.75573 -3.72652 -3.39504 0.146
H 7.23759 -4.86982 -4.71951 0.197
H 9.35778 -3.08114 -1.90718 0.214
H 7.65789 -2.86969 -2.17612 0.149
N -3.44713 0.41100 -5.51471 -0.394
C -4.45707 1.14849 -5.85264 0.637
N -5.23187 1.40656 -4.77441 -0.390
O -4.56674 1.50629 -7.00274 -0.633
H -2.79050 0.23499 -6.26167 0.215
H -3.18037 0.17990 -4.56838 0.156
H -5.73209 2.28320 -4.81162 0.220
H -5.02648 0.88640 -3.93336 0.190
N 0.76293 -2.16714 -1.21819 -0.346
C 1.87282 -1.58111 -1.32708 0.756
N 1.93046 -0.36460 -0.86042 -0.390
O 2.89149 -2.09409 -1.76712 -0.736
H 0.73410 -3.12549 -1.53573 0.223
H -0.06150 -1.69965 -0.86909 0.146
H 1.11137 0.05256 -0.44189 0.153
H 2.83537 0.06053 -1.00362 0.195

***

8.
45
Properties=species:S:1:pos:R:3:mulliken_charge:R:1 method="wB97M-V/def2-TZVPD" homo_lumo_gap_ev=7.64 smiles="N#C[C@H](c1nc2ccccc2nc1N1CCCC1)S(=O)(=O)c1ccccc1" homo_ev=-7.882 de_lowest_kj_mol=283.7 total_charge=0 largest_force_ev_per_a=1.5
N 1.83932 2.19509 -1.82795 -0.583
C 1.47796 1.34391 -1.15148 -0.083
C 1.13849 0.26873 -0.28856 0.351
C 0.03330 -0.69820 -0.61224 -0.354
N 0.45904 -1.92395 -0.46729 -0.383
C -0.39479 -2.96281 -0.54152 0.192
C 0.06471 -4.28423 -0.40870 -0.693
C -0.83861 -5.31188 -0.41549 -0.510
C -2.21396 -5.05540 -0.55011 -0.442
C -2.68569 -3.77957 -0.69024 -0.691
C -1.77888 -2.70043 -0.70355 0.266
N -2.21204 -1.44769 -0.88996 -0.479
C -1.35540 -0.42846 -0.90155 0.827
N -1.92076 0.74599 -1.22518 0.130
C -1.34843 2.07148 -1.31590 -0.050
C -2.56547 2.99456 -1.32606 -0.914
C -3.61059 2.16171 -2.06008 -0.659
C -3.34550 0.75972 -1.52627 -0.615
S 0.85279 0.91608 1.45055 1.534
O 0.29548 -0.16084 2.21262 -0.684
O 0.11831 2.15095 1.39523 -0.729
C 2.52626 1.25670 1.99362 0.117
C 3.08193 2.48893 1.71089 -0.325
C 4.39254 2.73213 2.08798 -0.661
C 5.12045 1.74408 2.73336 -0.371
C 4.54753 0.51168 3.00917 -0.618
C 3.23813 0.26083 2.63327 -0.357
H 2.03167 -0.35138 -0.14797 0.735
H 1.12446 -4.45557 -0.29905 0.442
H -0.50095 -6.33257 -0.31213 0.379
H -2.90388 -5.88705 -0.54488 0.381
H -3.73774 -3.56885 -0.80219 0.455
H -0.69944 2.29327 -0.47022 0.063
H -0.78136 2.17739 -2.24935 0.158
H -2.35225 3.94323 -1.81322 0.414
H -2.88717 3.18798 -0.30278 0.317
H -4.62894 2.48995 -1.86496 0.367
H -3.43086 2.19791 -3.13537 0.306
H -3.57930 -0.03092 -2.24228 0.369
H -3.91084 0.55801 -0.61061 0.337
H 2.48331 3.23572 1.21420 0.421
H 4.84358 3.68957 1.87823 0.398
H 6.14161 1.93674 3.02619 0.386
H 5.11881 -0.25138 3.51517 0.400
H 2.75317 -0.68113 2.83666 0.455